C11H21NPbSi as an isolated structure in a non-equilibrium geometry. Source: the Open Molecules 2025 dataset; level of theory: ωB97M-V/def2-TZVPD.

XYZ file:
```
35
Properties=species:S:1:pos:R:3:forces:R:3:lowdin_charge:R:1
C -0.407 1.780 -3.751 -0.708 -0.383 0.893 -0.1911
C 0.991 1.891 -3.484 0.656 0.311 1.402 -0.2008
C 1.159 2.763 -2.365 -0.514 -0.478 -0.705 -0.2008
C -0.138 3.188 -1.939 -0.134 -0.606 -0.996 -0.1873
C -1.104 2.581 -2.797 0.642 0.147 0.426 -0.2050
Pb -0.424 -0.951 -1.132 -2.876 4.142 1.270 1.2893
N -3.046 -0.206 0.637 -0.561 -0.947 -1.748 0.0666
C 0.532 -2.685 -1.917 3.543 -2.463 -2.458 -0.4454
C 1.730 -1.936 -2.079 -0.711 -2.408 -0.096 -0.1163
H 2.108 3.070 -1.930 -0.231 -0.090 -0.125 0.0669
H 1.791 1.417 -4.051 -0.191 0.194 0.071 0.0645
H -0.350 3.872 -1.120 0.042 -0.160 -0.213 0.0695
H -2.184 2.722 -2.746 0.342 -0.061 -0.035 0.0698
H -0.859 1.209 -4.563 0.137 0.265 0.187 0.0685
H 2.014 -1.506 -3.040 -0.419 0.215 0.384 0.0709
H 0.455 -3.425 -1.102 0.026 0.616 -0.171 0.0776
H -3.535 -1.078 0.912 0.307 0.293 0.353 -0.0049
H 2.518 -2.029 -1.333 -0.345 0.329 -0.009 0.0655
H -0.083 -2.935 -2.798 0.423 0.242 0.502 0.0613
C -1.623 0.539 2.394 1.390 0.456 1.707 -0.1223
Si -0.061 -0.464 2.370 0.948 -0.788 -0.448 0.3884
C 1.114 0.083 3.749 -0.120 0.248 0.090 -0.1859
C -0.467 -2.280 2.725 -0.115 0.106 0.003 -0.1935
C 0.803 -0.323 0.688 0.413 0.335 -0.024 -0.4388
H -2.194 0.475 3.322 -0.185 -0.226 -0.156 0.0546
H -2.488 0.161 1.509 -0.736 0.697 0.496 -0.1624
H -1.486 1.596 2.165 -0.222 -0.063 -0.478 0.0618
H 0.674 -0.114 4.738 0.084 0.056 -0.231 0.0319
H 2.068 -0.462 3.699 -0.273 0.064 -0.088 0.0346
H 1.347 1.156 3.695 -0.061 -0.244 -0.003 0.0329
H -1.114 -2.714 1.950 0.080 0.043 0.140 0.0166
H 0.443 -2.896 2.790 -0.206 0.215 -0.031 0.0346
H -0.996 -2.364 3.687 0.125 -0.035 -0.246 0.0340
H 1.044 0.734 0.456 -0.075 -0.247 0.163 0.0003
H 1.767 -0.869 0.664 -0.475 0.222 0.174 -0.0057
```
Forces are in eV/Å.

total energy = -968.4617 a.u.
HOMO level (spin up / spin down) = -6.20 / -6.18 eV
largest force on an atom = 5.2 eV Å⁻¹
orbital gap (spin up / spin down) = 4.306 / 4.264 eV
charge = 0
energy above the lowest of the compared OMol25 structures with the same formula, charge and spin = 487.45 kJ/mol


One molecule with the formula C20H22ClFN2O4S. Source: the Open Molecules 2025 dataset; level of theory: ωB97M-V/def2-TZVPD.

XYZ file:
```
51
Properties=species:S:1:pos:R:3:forces:R:3:lowdin_charge:R:1
O -1.077 -1.088 -2.543 -0.007 -0.215 -0.366 0.0735
C -0.458 -0.567 -1.640 0.335 0.110 0.170 -0.4810
C 1.036 -0.866 -1.400 -0.055 0.086 -0.414 -0.0730
N 1.348 -1.334 -0.072 0.274 0.646 0.699 -0.2307
C 0.874 -2.641 0.331 -0.036 -0.341 0.318 -0.1153
C -0.628 -2.690 0.436 -0.086 -0.344 -0.175 -0.1459
C -1.291 -1.918 1.383 -0.145 -0.182 -0.062 -0.0308
C -2.672 -1.918 1.453 0.049 0.093 0.180 -0.0921
C -3.415 -2.686 0.570 0.057 -0.055 -0.055 -0.0718
C -2.777 -3.467 -0.376 0.082 -0.054 -0.089 0.0034
C -1.396 -3.459 -0.427 -0.004 0.100 0.334 -0.2319
F -0.776 -4.243 -1.334 -0.028 0.087 -0.013 0.0715
S 1.880 -0.248 1.050 0.344 -0.185 -0.421 0.6856
O 1.179 1.006 0.908 0.361 0.000 -0.160 -0.2931
O 1.870 -0.884 2.332 0.125 -0.259 -0.027 -0.2665
C 3.571 0.006 0.525 -0.532 0.146 0.160 -0.2671
C 4.490 -1.002 0.752 0.080 -0.054 0.038 -0.0448
C 5.794 -0.848 0.320 -0.064 0.051 -0.015 -0.0837
C 6.156 0.320 -0.342 -0.356 0.044 0.081 -0.6664
Cl 7.778 0.515 -0.885 0.230 0.023 -0.075 0.6985
C 5.234 1.333 -0.567 0.141 -0.135 0.012 -0.0848
C 3.931 1.170 -0.128 -0.118 0.070 0.048 -0.0518
N -0.968 0.315 -0.769 -0.139 0.553 0.157 0.0895
C -2.336 0.767 -0.812 -0.350 0.224 -0.275 -0.1085
C -2.413 2.299 -0.922 0.390 -0.392 -0.089 -0.3075
C -1.809 3.002 0.311 -0.111 0.082 -0.156 -0.1271
C -2.884 4.017 0.704 -0.153 -0.140 -0.152 -0.1495
C -4.147 3.326 0.195 -0.049 0.189 0.269 -0.2045
O -3.767 2.716 -1.021 -0.045 -0.106 -0.114 -0.0971
H 1.347 -1.620 -2.131 -0.056 0.131 0.089 0.1418
H 1.609 0.049 -1.565 -0.027 -0.025 -0.231 0.1256
H 1.320 -2.835 1.308 -0.071 -0.227 -0.139 0.1232
H 1.232 -3.382 -0.391 0.015 0.117 0.118 0.1343
H -0.701 -1.319 2.061 0.010 0.085 0.114 0.1119
H -3.172 -1.320 2.201 -0.042 0.061 0.063 0.1054
H -4.493 -2.678 0.618 -0.097 -0.010 0.000 0.1069
H -3.329 -4.073 -1.076 -0.042 -0.066 -0.091 0.1208
H 4.175 -1.889 1.277 0.056 -0.180 0.066 0.1204
H 6.527 -1.620 0.491 0.065 -0.053 0.013 0.1102
H 5.535 2.234 -1.077 0.038 0.064 -0.039 0.1102
H 3.191 1.941 -0.272 -0.033 0.127 -0.052 0.1157
H -0.356 0.719 -0.067 -0.088 -0.147 -0.166 0.0819
H -2.811 0.309 -1.682 0.016 0.033 0.148 0.1324
H -2.866 0.442 0.090 -0.041 0.037 -0.063 0.1170
H -1.916 2.608 -1.850 0.001 -0.052 0.113 0.1528
H -0.853 3.469 0.087 0.073 -0.015 0.041 0.1145
H -1.655 2.283 1.115 0.040 -0.040 0.077 0.1127
H -2.914 4.214 1.772 0.013 0.057 0.054 0.1103
H -2.738 4.957 0.170 -0.017 0.035 0.026 0.1133
H -4.969 4.008 -0.023 0.009 -0.045 0.072 0.1212
H -4.491 2.568 0.915 -0.010 0.072 -0.023 0.1209
```
Forces are in eV/Å.

total energy = -2144.0498 a.u.
HOMO level = -9.12 eV
largest force on an atom = 1.0 eV Å⁻¹
orbital gap = 9.279 eV
charge = 0
SMILES string = O=C(CN(Cc1ccccc1F)S(=O)(=O)c1ccc(Cl)cc1)NC[C@@H]1CCCO1
energy above the lowest of the compared OMol25 structures with the same formula, charge and spin = 0.00 kJ/mol


A 8-piece molecular cluster, C5H26N2O7 overall in a non-equilibrium geometry. Source: the Open Molecules 2025 dataset; level of theory: ωB97M-V/def2-TZVPD.

XYZ file:
```
40
Properties=species:S:1:pos:R:3:forces:R:3:lowdin_charge:R:1
N 2.643 -0.861 0.179 0.391 0.105 0.717 0.0152
C 1.587 -1.020 1.128 -0.232 -0.765 -0.511 -0.1800
C 0.417 -1.456 0.676 0.052 -0.390 -0.231 -0.1410
C -0.830 -1.769 1.440 0.384 -0.408 -0.168 -0.1918
C -2.166 -1.548 0.707 0.475 0.062 -0.141 -0.1831
C -2.544 -0.131 0.209 -0.472 -0.974 -0.018 -0.2392
N -1.483 0.662 -0.388 1.127 -0.511 0.692 -0.0161
H 2.470 -0.072 -0.432 0.196 -0.022 -0.181 0.0701
H 3.561 -0.794 0.600 -0.114 0.295 0.083 0.0931
H 1.794 -0.907 2.184 0.040 0.430 0.084 0.1142
H 0.417 -1.815 -0.352 -0.050 0.370 -0.117 0.0945
H -0.755 -1.343 2.441 -0.372 0.109 0.019 0.0975
H -0.802 -2.862 1.548 -0.023 0.072 0.388 0.1174
H -2.146 -2.209 -0.168 0.060 -0.041 0.040 0.0953
H -2.910 -1.980 1.381 -0.373 0.328 -0.223 0.1074
H -3.035 0.387 1.036 0.349 0.435 -0.004 0.1107
H -3.337 -0.254 -0.531 -0.096 -0.001 -0.059 0.1045
H -0.738 0.730 0.305 -0.140 0.377 0.134 0.0448
H -0.975 0.206 -1.145 -0.911 -0.408 -0.058 0.0497
O -1.631 3.206 -0.635 0.234 0.646 0.406 -0.1041
H -1.505 2.263 -0.882 -0.177 -0.195 -0.129 -0.0223
H -2.091 3.016 0.195 -0.100 0.551 -0.124 0.0312
O 0.504 1.765 1.451 -0.010 0.635 -0.350 -0.0664
H -0.085 2.530 1.419 -0.132 -0.088 0.327 0.0632
H 1.198 2.062 0.842 0.327 -0.316 0.050 0.0368
O 2.267 -2.365 -2.030 0.192 -0.349 -0.011 -0.1029
H 2.885 -2.066 -2.704 0.163 -0.191 0.026 0.0335
H 2.707 -2.148 -1.167 -0.626 0.257 -0.538 0.0188
O 1.877 0.422 -2.764 -0.718 -0.276 0.033 -0.0631
H 1.627 -0.497 -2.957 0.412 0.090 0.167 0.0105
H 1.000 0.772 -2.552 0.202 0.400 -0.054 0.0255
O 0.243 0.833 3.929 -0.099 -0.216 0.175 -0.0746
H -0.288 0.090 4.224 -0.006 -0.008 0.026 0.0205
H 0.248 0.808 2.959 0.130 0.187 0.180 -0.0310
O -1.230 -0.988 -2.682 0.227 -0.198 -0.239 -0.0453
H -2.135 -1.296 -2.575 0.004 -0.023 -0.041 0.0536
H -0.671 -1.706 -2.361 -0.016 -0.103 -0.106 0.0399
O 1.556 3.306 -0.583 -0.097 -0.097 0.140 -0.0546
H 0.598 3.401 -0.480 -0.243 0.263 -0.357 0.0094
H 1.755 3.633 -1.464 0.040 -0.031 -0.028 0.0580
```
Forces are in eV/Å.

total energy = -842.2617 a.u.
HOMO level = -8.57 eV
largest force on an atom = 1.4 eV Å⁻¹
orbital gap = 8.955 eV
charge = 0
SMILES string = N/C=C/CCCN.O.O.O.O.O.O.O
energy above the lowest of the compared OMol25 structures with the same formula, charge and spin = 156.04 kJ/mol


A 3-piece molecular cluster, C4H12NO4S overall in a non-equilibrium geometry. Source: the Open Molecules 2025 dataset; level of theory: ωB97M-V/def2-TZVPD.

XYZ file:
```
22
Properties=species:S:1:pos:R:3:forces:R:3:lowdin_charge:R:1
C -1.397 0.151 -0.257 0.166 0.151 -0.236 -0.2266
N -0.191 0.942 -0.312 0.140 0.191 -0.030 0.0177
C -0.279 2.327 -0.636 0.201 0.138 -0.072 -0.7442
O -1.262 2.689 -1.294 -0.093 0.019 0.196 -0.0338
O 0.695 3.036 -0.220 -0.092 -0.325 -0.173 -0.0816
C -1.413 -0.953 0.812 -0.385 -0.346 0.729 -0.2528
C -0.069 -1.397 1.353 1.008 0.389 -0.895 -0.5268
S 0.901 -2.387 0.145 0.116 -0.146 0.071 0.7290
H -1.590 -0.242 -1.254 -0.137 -0.423 -0.059 0.0995
H -2.232 0.821 -0.058 -0.059 0.102 -0.053 0.1099
H 0.651 0.678 0.180 -0.316 0.061 0.104 0.0619
H -2.007 -1.798 0.449 0.248 -0.070 -0.079 0.0987
H -1.964 -0.626 1.698 -0.060 0.390 -0.018 0.1009
H -0.033 -1.853 2.329 -0.459 -0.477 0.142 0.0664
H 0.578 -0.529 1.469 -0.117 0.096 0.221 0.0362
H 0.883 -3.589 0.735 -0.203 0.028 0.053 -0.1717
H 3.111 1.662 0.661 0.066 -0.138 0.155 0.0130
H 1.668 2.180 0.633 0.180 0.180 0.462 -0.0153
O 2.316 1.613 1.203 -0.155 0.117 -0.497 -0.1487
H 0.295 -1.580 -2.224 0.292 0.400 -0.613 -0.0418
H 0.729 -0.152 -2.472 -0.124 0.033 -0.054 0.0205
O 0.611 -0.992 -2.942 -0.219 -0.369 0.646 -0.1102
```
Forces are in eV/Å.

total energy = -913.6031 a.u.
HOMO level = -4.83 eV
largest force on an atom = 1.4 eV Å⁻¹
orbital gap = 7.551 eV
charge = -1
energy above the lowest of the compared OMol25 structures with the same formula, charge and spin = 6.47 kJ/mol